The following is a DFT calculation (ωB97M-V with the def2-TZVPD basis set) of a molecular structure, C14H16F5S5V.

Results
**2S+1**: 3
**⟨S²⟩**: 2.15
**Net charge**: +2
**Frontier orbital gap (alpha / beta)**: 6.485 / 7.631 eV

Geometry (Å):
V1 0.1883 0.1084 -0.2764
C1 -3.1210 -0.4081 0.7344
C2 -2.3647 -0.3935 2.0537
S1 -0.7296 -1.1134 1.7590
C3 0.2900 -0.5520 3.1473
C4 1.7492 -0.6596 2.7318
S2 2.2010 0.1696 1.1732
C5 2.3115 1.9360 1.6111
C6 0.9919 2.6860 1.7226
S3 0.1009 2.5117 0.1511
C7 -1.6429 2.8064 0.5594
C8 -2.5056 2.1200 -0.4886
S4 -2.2523 0.3262 -0.6877
H1 -4.0832 0.0967 0.8273
H2 -3.3331 -1.4321 0.4222
H3 -2.8948 -1.0034 2.7855
H4 -2.2524 0.6100 2.4592
H5 0.1083 -1.1979 4.0066
H6 0.0110 0.4646 3.4177
H7 2.0333 -1.7012 2.5713
H8 2.4087 -0.2707 3.5085
H9 2.9409 2.3682 0.8312
H10 2.8711 2.0011 2.5449
H11 1.1870 3.7440 1.8989
H12 0.3706 2.3120 2.5341
H13 -1.8325 3.8797 0.5417
H14 -1.8446 2.4398 1.5641
H15 -2.3239 2.5358 -1.4812
H16 -3.5641 2.2692 -0.2722
F1 1.5687 -4.7423 -4.5556
C9 1.4175 -3.5349 -4.0645
C10 1.6533 -2.4224 -4.8635
F2 2.0327 -2.5844 -6.1117
C11 1.4883 -1.1437 -4.3450
F3 1.7218 -0.0987 -5.1162
C12 1.0901 -0.9577 -3.0246
S5 0.8842 0.6484 -2.3362
C13 0.8666 -2.0959 -2.2731
F4 0.4660 -1.9184 -0.9530
C14 1.0114 -3.3790 -2.7396
F5 0.7804 -4.4244 -1.9674

***

The following is a DFT calculation (ωB97M-V with the def2-TZVPD basis set) of 2 unconnected molecules or ions with the total composition C23H31BrN2O8PS.

Results
**Net charge**: +1
**Frontier orbital gap**: 5.448 eV

Geometry (Å):
C1 0.3759 5.0048 2.6743
C2 -0.9068 4.1713 2.6275
C3 -1.0126 3.3514 1.3250
C4 -1.2544 1.8327 1.5471
C5 -0.3105 0.9462 0.7738
C6 -0.3798 1.0053 -0.6374
C7 -1.3141 1.9250 -1.4128
O1 -2.6423 1.9742 -0.9389
C8 -3.5236 1.0407 -1.4118
C9 -4.8629 1.4003 -1.3767
C10 -5.8306 0.5084 -1.7962
C11 -5.4721 -0.7539 -2.2549
C12 -4.1335 -1.0978 -2.2994
C13 -3.1529 -0.2146 -1.8736
C14 0.4712 0.1776 -1.3449
C15 1.3494 -0.7122 -0.7251
C16 1.4662 -0.7875 0.6639
C17 2.4625 -1.7823 1.2364
C18 1.7896 -3.1091 1.6717
C19 2.0860 -4.2026 0.6434
Br1 2.4296 -3.7664 3.3848
C20 0.6194 0.0733 1.4085
P1 0.5984 0.1103 3.2276
N1 -0.6582 -0.5719 3.8284
O2 0.8793 1.6565 3.5527
O3 1.9362 -0.6238 3.6757
C21 2.0330 -1.4808 -1.7953
O4 2.5528 -2.5660 -1.7556
N2 1.8571 -0.7494 -3.0338
S1 3.1754 0.2257 -3.5203
C22 4.3365 0.0920 -2.2015
O5 2.6537 1.5614 -3.5357
O6 3.7628 -0.3327 -4.6916
C23 0.6124 0.0043 -2.8232
O7 -0.1276 0.2575 -3.7208
H1 0.3792 5.6585 3.5457
H2 1.2612 4.3680 2.6969
H3 0.4258 5.6343 1.7843
H4 -0.9620 3.5248 3.5022
H5 -1.7393 4.8760 2.6525
H6 -1.8166 3.7417 0.7039
H7 -0.0821 3.4806 0.7659
H8 -1.2266 1.6306 2.6086
H9 -2.2618 1.5754 1.2236
H10 -0.9201 2.9399 -1.3494
H11 -1.2964 1.6503 -2.4646
H12 -5.1354 2.3849 -1.0208
H13 -6.8715 0.7997 -1.7533
H14 -6.2336 -1.4521 -2.5736
H15 -3.8607 -2.0805 -2.6625
H16 -2.1155 -0.5145 -1.9136
H17 3.1547 -2.0301 0.4332
H18 3.0677 -1.3421 2.0170
H19 0.7143 -2.9506 1.7163
H20 1.4239 -4.1083 -0.2172
H21 1.9461 -5.1854 1.0963
H22 3.1124 -4.1438 0.2884
H23 -1.2622 0.0197 4.3838
H24 0.6154 1.8584 4.4608
H25 1.7458 -1.1176 4.4879
H26 5.1662 0.7262 -2.5077
H27 3.8892 0.5201 -1.3042
H28 4.6418 -0.9382 -2.0447
O8 0.5569 -5.9350 -1.7223
H29 0.6626 -5.2039 -2.3703
H30 1.3797 -6.4619 -1.6401
H31 -0.2246 -6.4931 -1.9145

***

The following is a DFT calculation (ωB97M-V with the def2-TZVPD basis set) of a molecular structure, C21H24BrF5NO8PReTe.

Results
**2S+1**: 4
**⟨S²⟩**: 3.76
**Frontier orbital gap (alpha / beta)**: 8.130 / 8.417 eV

Geometry (Å):
Re1 0.5357 0.8996 -1.1246
O1 0.5340 3.6861 -2.7456
C1 1.8557 4.0791 -2.4736
C2 2.3311 3.5081 -1.1462
N1 2.4037 2.0195 -1.1306
C3 3.0331 1.5397 0.1324
C4 2.9176 0.0151 0.1673
O2 3.6675 -0.6705 0.8229
O3 1.9476 -0.4511 -0.5862
C5 3.2032 1.5112 -2.2883
C6 2.3302 0.9186 -3.3935
O4 2.7982 0.7420 -4.4904
O5 1.1095 0.6201 -3.0270
H1 0.4710 3.1313 -3.5317
H2 1.8987 5.1681 -2.3846
H3 2.5374 3.8045 -3.2819
H4 1.6610 3.8103 -0.3397
H5 3.3332 3.8978 -0.9330
H6 2.4839 1.9522 0.9788
H7 4.0801 1.8402 0.1883
H8 3.8647 0.7152 -1.9502
H9 3.8367 2.2975 -2.6925
F1 -1.5771 -0.7567 1.7727
Te1 -1.5609 1.2042 1.4217
F2 -1.1636 1.2386 3.2444
F3 0.9483 -1.5684 1.6732
F4 -0.8563 -0.4418 -1.0679
F5 -1.4126 3.1285 1.6139
O6 0.2197 1.1437 0.8448
C7 2.2244 -3.4863 0.3469
P1 0.7411 -3.0065 1.1958
C8 -0.6813 -3.1308 0.1585
C9 0.5582 -3.9402 2.6951
C10 1.5618 -3.8116 3.6581
C11 1.4639 -4.5125 4.8463
C12 0.3714 -5.3416 5.0728
C13 -0.6274 -5.4665 4.1189
C14 -0.5385 -4.7635 2.9271
H10 3.0799 -3.0518 0.8662
H11 2.2082 -3.0794 -0.6633
H12 2.2862 -4.5748 0.3321
H13 -0.8618 -4.1889 -0.0422
H14 -0.4891 -2.5950 -0.7714
H15 -1.5271 -2.6594 0.6596
H16 2.4055 -3.1523 3.4887
H17 2.2340 -4.4093 5.5987
H18 0.2965 -5.8875 6.0041
H19 -1.4816 -6.1033 4.3049
H20 -1.3309 -4.8486 2.1949
Br1 -5.5515 4.4142 0.9966
C15 -5.0763 3.2516 -0.4226
C16 -6.0742 2.6111 -1.1385
C17 -5.7204 1.7618 -2.1789
C18 -4.3879 1.5597 -2.4981
C19 -3.3994 2.1998 -1.7618
C20 -3.7383 3.0543 -0.7174
C21 -1.9627 1.9521 -2.1094
O7 -1.6472 1.5417 -3.2066
O8 -1.1016 2.1789 -1.1385
H21 -7.1127 2.7757 -0.8866
H22 -6.4969 1.2601 -2.7420
H23 -4.0914 0.9129 -3.3126
H24 -2.9643 3.5533 -0.1485

***

The following is a DFT calculation (ωB97M-V with the def2-TZVPD basis set) of a molecular structure, C27H32ClFI3KMgNO11PS at a distorted geometry.

Results
**Frontier orbital gap**: 1.585 eV

Geometry (Å):
C1 4.5499 0.1720 0.1632
C2 3.2807 1.0822 0.5846
S1 2.1899 0.3451 1.8819
C3 1.6492 -1.3741 1.4110
C4 0.7575 -1.4537 0.0530
N1 1.4121 -1.9232 -1.1617
C5 0.6956 -2.0817 -2.4467
C6 1.5631 -2.6236 -3.7221
C7 2.4332 -1.4033 -4.3668
C8 3.7155 -1.0234 -3.4689
I1 5.4197 -0.2548 -4.6029
C9 -0.8280 -1.7559 -2.6049
C10 -1.6559 -1.9541 -3.9514
C11 -1.4727 -0.8055 -5.0440
O1 -2.2509 -0.8546 -6.0412
O2 -0.4844 0.2304 -5.0253
C12 -1.0578 1.5471 -4.9602
C13 -0.5541 2.4865 -3.7452
O3 -1.8653 2.0484 -5.7651
C14 -1.5311 -1.1995 -1.2914
C15 -3.0634 -0.8079 -1.4016
I2 -3.6634 1.2835 -1.6207
C16 -4.1337 -1.7732 -1.4005
C17 -3.7641 -3.3497 -1.2320
I3 -6.2392 -1.2604 -1.5776
C18 -0.7592 -1.0441 0.0509
P1 -1.4503 -0.3974 1.6947
C19 -1.3145 1.5136 1.5090
C20 -3.2650 -0.9195 1.9596
C21 -4.3143 0.2948 2.0119
H1 5.4494 0.9005 0.0678
H2 4.7876 -0.6041 0.9725
H3 4.4419 -0.3367 -0.8650
H4 2.6287 1.4099 -0.3043
H5 3.7204 2.0537 1.0346
H6 1.0617 -1.8790 2.2686
H7 2.5969 -2.0096 1.2170
H8 2.4086 -2.1772 -1.0881
H9 0.8213 -3.0287 -4.5077
H10 2.2886 -3.4532 -3.3857
H11 1.7925 -0.4384 -4.4179
H12 2.7153 -1.6181 -5.4694
H13 3.3481 -0.1594 -2.7655
H14 3.9352 -1.9239 -2.7996
H15 -2.7630 -2.1434 -3.7148
H16 -1.2794 -2.9334 -4.4459
H17 -1.4550 2.9514 -3.2257
H18 0.0519 3.3406 -4.2435
H19 0.1780 1.9488 -3.0518
H20 -3.0469 -3.5082 -0.3344
H21 -3.2408 -3.7630 -2.1720
H22 -4.7234 -3.9160 -0.9626
H23 -0.2289 1.7848 1.8039
H24 -1.5897 1.8723 0.4585
H25 -1.9712 1.9549 2.3390
H26 -3.2846 -1.4048 3.0126
H27 -3.5826 -1.7766 1.2468
H28 -4.4234 0.6797 3.0996
H29 -5.3846 -0.0165 1.6906
H30 -4.0472 1.2001 1.3711
O4 2.3458 -4.2550 2.5552
Cl1 3.7467 -4.5573 2.3141
O5 4.2381 -3.7120 1.2385
O6 3.8815 -5.9467 1.9382
O7 4.5075 -4.3026 3.5144
C22 -0.1060 3.6887 4.6646
C23 0.3781 4.9233 4.9991
C24 -0.4820 5.6593 6.0263
O8 -0.1917 6.7438 6.5124
C25 -1.7469 5.0275 6.4556
C26 -2.2356 3.8059 6.1140
C27 -1.3215 3.0239 5.1671
O9 -1.5418 1.8738 4.7931
O10 -3.3199 3.2692 6.4814
O11 1.4118 5.4853 4.5700
H31 0.4432 3.0864 3.9487
H32 -2.3255 5.6505 7.1308
Mg1 4.3160 0.9082 -2.0690
K1 -3.9165 5.2945 4.6145
F1 6.7144 -1.4170 0.3126

***

The following is a DFT calculation (ωB97M-V with the def2-TZVPD basis set) of a molecular structure, C18H35AsB11Br6KN4O3 at a distorted geometry.

Results
**Frontier orbital gap**: 7.806 eV

Geometry (Å):
K1 -0.5403 -0.3108 -0.3399
O1 -2.3557 3.4033 0.5995
N1 -2.2998 2.3074 0.0009
N2 -2.8152 1.2599 0.5499
O2 -2.7795 0.1189 -0.1346
C1 -3.4781 1.2592 1.8368
C2 -2.9530 1.9399 2.9230
C3 -3.6044 1.8299 4.1444
C4 -4.7547 1.0643 4.2622
C5 -5.2611 0.3877 3.1603
C6 -4.6152 0.4733 1.9366
H1 -2.0595 2.5348 2.8198
H2 -3.2042 2.3439 5.0083
H3 -5.2538 0.9867 5.2195
H4 -6.1515 -0.2195 3.2592
H5 -4.9580 -0.0744 1.0713
Br1 -0.0880 -0.5208 2.6648
B1 1.4663 -1.6938 2.7691
B2 1.8595 -2.4855 4.2811
C7 2.6836 -3.8850 3.8032
B3 1.3278 -3.4475 2.8835
B4 2.7795 -4.1623 2.1388
B5 4.1923 -3.6360 3.0696
B6 3.6264 -2.6027 4.3887
B7 2.8821 -1.1662 3.6925
Br2 2.9258 0.5432 4.5769
B8 4.3263 -1.8801 2.9386
Br3 6.0307 -0.9921 2.9733
B9 3.8048 -2.8498 1.5471
Br4 4.8964 -3.0669 -0.0339
B10 2.0429 -2.7369 1.4414
Br5 1.2059 -2.8457 -0.3289
B11 2.9910 -1.3171 1.9297
Br6 3.1247 0.2249 0.7769
H6 1.2012 -2.4570 5.2599
H7 2.5877 -4.7513 4.4391
H8 0.3190 -4.0585 2.9265
H9 2.7336 -5.2511 1.6845
H10 5.0909 -4.3794 3.2470
H11 4.1496 -2.6560 5.4452
C8 -1.7072 4.0467 -2.4009
As1 -1.7479 2.1323 -2.5341
C9 -1.2732 1.8949 -4.3917
C10 -3.5984 1.6381 -2.4955
O3 -0.2489 1.5197 -1.8148
H12 -2.4670 4.3805 -3.1093
H13 -0.7384 4.4208 -2.7205
H14 -1.9489 4.3811 -1.3936
H15 -1.6203 2.7812 -4.9241
H16 -1.7425 1.0053 -4.8004
H17 -0.1917 1.8232 -4.4808
H18 -3.9502 1.9926 -3.4663
H19 -4.0810 2.1618 -1.6780
H20 -3.6923 0.5668 -2.3904
C11 0.6162 -3.4196 -3.9215
N3 -0.4712 -2.5776 -3.4300
C12 -1.6394 -3.0095 -2.8556
C13 -2.3136 -1.8893 -2.4695
N4 -1.5732 -0.7724 -2.7945
C14 -0.4778 -1.2297 -3.3639
H21 0.1993 -4.3804 -4.2115
H22 1.3666 -3.5619 -3.1465
H23 1.0595 -2.9487 -4.7954
H24 -1.8624 -4.0587 -2.7663
H25 -3.2520 -1.8119 -1.9449
H26 0.3423 -0.6282 -3.7261
C15 2.5683 1.9242 -2.6132
C16 1.6621 3.0249 -2.0820
C17 2.4514 4.1066 -1.3501
C18 0.6123 2.4854 -1.1260
H27 3.2701 2.3175 -3.3505
H28 1.9998 1.1231 -3.0912
H29 3.1532 1.4703 -1.8113
H30 1.1468 3.4811 -2.9356
H31 2.9538 3.6876 -0.4737
H32 1.8018 4.9133 -1.0033
H33 3.2204 4.5466 -1.9857
H34 0.0033 3.2773 -0.6896
H35 1.0940 1.9542 -0.2934

***

The following is a DFT calculation (ωB97M-V with the def2-TZVPD basis set) of a gas-phase ion, C3H9N4 (charge +1) at a distorted geometry.

Results
**SMILES**: C=NCNN[NH+]=C
**Net charge**: +1
**Frontier orbital gap**: 8.369 eV

Geometry (Å):
C1 3.1477 -0.3102 0.0362
N1 1.9415 -0.4187 0.2796
C2 0.9343 0.4518 -0.2628
N2 -0.2198 0.6222 0.6335
N3 -1.4206 1.0174 0.3172
N4 -2.3330 0.0235 -0.2325
C3 -2.3563 -1.2080 0.1880
H1 3.4575 0.3331 -0.7967
H2 3.7919 -1.1982 0.3039
H3 0.5684 0.0300 -1.3023
H4 1.3417 1.5059 -0.5355
H5 0.0371 0.2794 1.6212
H6 -1.2980 1.8320 -0.3422
H7 -3.0909 0.4181 -0.6556
H8 -3.1499 -1.8647 -0.0137
H9 -1.3515 -1.5136 0.7616